Record 1
2 unconnected molecules or ions with the total composition C3H10O2S at a distorted geometry. Source: the Open Molecules 2025 dataset; level of theory: ωB97M-V/def2-TZVPD.

Structure (XYZ):
```
16
Properties=species:S:1:pos:R:3:forces:R:3
C 1.845821 -0.204439 0.869660 0.23 0.04 0.66
O 0.618651 -0.109399 0.196790 1.12 0.18 -0.29
C -0.489118 0.176021 1.013290 -1.19 -1.69 -1.87
C -1.348198 1.186690 0.255590 -0.86 0.58 1.75
S -0.507028 2.791960 0.155640 0.32 0.02 -0.03
H 2.095791 0.768221 1.325800 0.12 -0.24 -0.05
H 2.667391 -0.498059 0.194810 -0.62 0.14 0.05
H 1.762491 -0.957779 1.671000 0.25 0.12 -0.09
H -1.058578 -0.769559 0.929270 -0.21 0.23 0.76
H -0.300228 0.360771 2.088289 0.18 0.44 -0.66
H -2.208537 1.363110 0.929490 0.03 -0.18 -0.56
H -1.749188 0.868021 -0.725789 0.68 0.01 0.55
H 0.118002 2.584000 1.334020 -0.06 0.33 -0.25
O -0.716808 -2.827568 -3.518958 0.70 0.93 0.32
H -0.174038 -2.738458 -2.703039 -0.56 -0.02 -0.88
H -0.556428 -1.993538 -4.015869 -0.14 -0.89 0.58
```
Forces are in eV/Å.

## Properties
- structure (SMILES) = COCCS.O
- charge = 0
- gap between HOMO and LUMO (Eh) = 0.357
- energy above the lowest of the compared OMol25 structures with the same formula, charge and spin (kcal per mole) = 21.1
- total energy (hartree) = -668.9166
- LUMO (eV) = 0.711

natural (NBO) population analysis, charges in e, atoms 1 to 2: number 1, C, carries -0.244; number 2, O, carries -0.554

Record 2
2 unconnected molecules or ions with the total composition C3H10O2S at a distorted geometry. Source: the Open Molecules 2025 dataset; level of theory: ωB97M-V/def2-TZVPD.

Structure (XYZ):
```
16
Properties=species:S:1:pos:R:3:forces:R:3
O 0.222903 0.597621 2.016633 1.64 0.43 -3.76
C 1.242164 1.323115 1.098910 -1.79 0.34 0.43
C 0.828768 1.379990 -0.423445 -2.17 -0.51 1.74
C -0.564514 2.010498 -0.821037 0.06 -0.68 1.72
S -1.121415 1.705319 -2.520360 1.21 -0.70 -0.41
H 0.488502 1.027875 2.790389 0.08 0.57 2.34
H 2.241860 0.776606 1.112836 -1.24 0.93 0.37
H 1.236039 2.398269 1.517309 0.63 -1.62 -0.64
H 0.693144 0.298133 -0.684137 1.24 1.01 -0.72
H 1.540531 2.122618 -0.772233 0.76 -1.05 -1.07
H -1.344736 1.610689 -0.096140 0.77 0.74 -1.03
H -0.481815 3.084273 -0.805465 -0.17 0.39 0.74
H 0.155147 1.551612 -3.039929 -1.03 0.15 0.29
O -1.426177 -6.887635 0.225600 0.36 1.89 1.93
H -2.134011 -6.939072 -0.408451 -0.50 0.26 -0.20
H -1.576396 -6.059918 0.809518 0.14 -2.15 -1.73
```
Forces are in eV/Å.

## Properties
- structure (SMILES) = OCCCS.O
- charge = 0
- gap between HOMO and LUMO (Eh) = 0.362
- energy above the lowest of the compared OMol25 structures with the same formula, charge and spin (kcal per mole) = 31.8
- total energy (hartree) = -668.8996
- LUMO (eV) = 0.810

natural (NBO) population analysis, charges in e, atoms 1 to 2: number 1, O, carries -0.733; number 2, C, carries -0.079

Record 3
2 unconnected molecules or ions with the total composition C3H10O2S2 at a distorted geometry. Source: the Open Molecules 2025 dataset; level of theory: ωB97M-V/def2-TZVPD.

Structure (XYZ):
```
17
Properties=species:S:1:pos:R:3:forces:R:3
O 0.552645 -0.569304 -3.177970 0.46 -0.05 0.72
C 0.640867 -1.046893 -1.807881 -2.31 0.28 -1.29
C -0.557002 -0.451528 -0.993515 1.53 -0.45 -0.36
C -0.260800 1.030889 -0.819212 -0.54 1.22 0.30
S -1.622607 2.293428 -0.788092 0.00 -0.84 -0.32
S -1.864840 2.628696 1.196721 -0.52 -0.36 0.41
H 0.765085 0.358642 -3.166359 0.11 0.58 -0.25
H 1.579357 -0.784190 -1.323797 0.27 -0.55 -0.17
H 0.383915 -2.080783 -2.053088 0.88 -0.31 1.12
H -0.555439 -0.929427 -0.010819 -0.21 0.02 -0.01
H -1.441293 -0.772854 -1.533386 -0.33 0.59 0.00
H 0.363834 1.505488 -1.579719 0.18 -0.59 -0.21
H 0.256536 1.193480 0.125161 0.10 -0.03 -0.04
H -1.310437 3.826383 1.232079 0.38 0.50 0.11
O 0.716454 -1.881032 5.113890 -0.16 0.24 0.08
H 1.411349 -1.526990 4.573312 0.44 1.01 -0.39
H 0.942375 -2.794007 5.012675 -0.29 -1.25 0.31
```
Forces are in eV/Å.

## Properties
- structure (SMILES) = OCCCSS.O
- charge = 0
- gap between HOMO and LUMO (Eh) = 0.348
- energy above the lowest of the compared OMol25 structures with the same formula, charge and spin (kcal per mole) = 17.3
- total energy (hartree) = -1067.1188
- LUMO (eV) = 0.501

natural (NBO) population analysis, charges in e, atoms 1 to 2: number 1, O, carries -0.721; number 2, C, carries -0.067

Record 4
2 unconnected molecules or ions with the total composition C3H10O2S2 at a distorted geometry. Source: the Open Molecules 2025 dataset; level of theory: ωB97M-V/def2-TZVPD.

Structure (XYZ):
```
17
Properties=species:S:1:pos:R:3:forces:R:3
O 1.084092 0.350505 -1.553272 0.25 0.03 -0.21
C 0.196311 -0.564005 -2.199840 0.11 -0.11 -0.06
C -0.697145 -1.230815 -1.168816 0.39 -0.45 -0.09
C -1.400187 -0.241475 -0.246576 -0.34 -0.10 -0.73
S -0.886580 -0.151694 1.496622 -0.18 0.84 0.15
S 0.740226 -1.263865 1.831613 0.65 -1.01 0.01
H 1.959612 -0.051898 -1.489996 -0.28 0.11 -0.01
H 0.753550 -1.306178 -2.780221 0.06 -0.11 0.23
H -0.381526 -0.036086 -2.957982 -0.14 0.40 0.19
H -0.056118 -1.901491 -0.591051 -0.13 -0.03 0.10
H -1.406894 -1.872850 -1.693530 -0.14 0.06 0.06
H -2.468519 -0.463022 -0.209793 0.05 -0.06 0.14
H -1.321076 0.759475 -0.673095 0.15 0.08 0.20
H 1.833104 -0.628647 1.335877 -0.46 0.43 0.02
O 0.603863 3.666217 -1.186664 -0.06 0.85 0.43
H 0.688853 2.845988 -0.698358 0.01 -0.40 -0.46
H 0.528408 3.505739 -2.126634 0.06 -0.54 0.02
```
Forces are in eV/Å.

## Properties
- structure (SMILES) = OCCCSS.O
- charge = 0
- gap between HOMO and LUMO (Eh) = 0.338
- energy above the lowest of the compared OMol25 structures with the same formula, charge and spin (kcal per mole) = 8.0
- total energy (hartree) = -1067.1337
- LUMO (eV) = 0.315

natural (NBO) population analysis, charges in e, atoms 1 to 2: number 1, O, carries -0.746; number 2, C, carries -0.059

Record 5
2 unconnected molecules or ions with the total composition C3H10O2Si at a distorted geometry. Source: the Open Molecules 2025 dataset; level of theory: ωB97M-V/def2-TZVPD.

Structure (XYZ):
```
16
Properties=species:S:1:pos:R:3:forces:R:3
C 0.268422 0.542764 -3.132173 1.21 2.20 -0.15
Si 0.273514 0.269497 -1.277984 -3.90 0.58 -1.36
C -1.434603 0.583442 -0.426697 2.04 1.00 0.10
O 1.677574 0.354972 -0.534874 2.08 1.21 1.15
O 0.988816 -0.980101 -0.555396 0.57 -2.12 0.29
H 0.527163 -0.363194 -3.626899 0.48 -0.89 -0.35
H -0.717311 0.801020 -3.526394 0.08 0.25 0.19
H 1.059910 1.359175 -3.488680 -1.73 -1.70 0.87
H -2.207973 0.591483 -1.201343 -0.22 -0.77 0.54
H -1.485006 -0.032855 0.533951 -0.44 0.84 -1.62
H -1.361522 1.673710 -0.190993 -0.17 -0.62 0.38
C 0.429208 -0.982477 3.485502 2.47 0.63 -1.58
H -0.392496 -1.659741 3.365058 -0.39 -0.18 0.20
H 0.198330 -0.002336 3.863645 -0.82 0.51 -0.34
H 1.014513 -0.879540 2.476288 -1.21 -0.15 1.81
H 1.161461 -1.275819 4.236987 -0.06 -0.80 -0.12
```
Forces are in eV/Å.

## Properties
- structure (SMILES) = C[Si]1(C)OO1.C
- charge = 0
- gap between HOMO and LUMO (Eh) = 0.389
- energy above the lowest of the compared OMol25 structures with the same formula, charge and spin (kcal per mole) = 52.3
- total energy (hartree) = -560.1979
- LUMO (eV) = 0.564

natural (NBO) population analysis, charges in e, atoms 1 to 2: number 1, C, carries -1.169; number 2, Si, carries 2.001

Record 6
A molecular structure, C3H10O2Si at a distorted geometry. Source: the Open Molecules 2025 dataset; level of theory: ωB97M-V/def2-TZVPD.

Structure (XYZ):
```
16
Properties=species:S:1:pos:R:3:forces:R:3
C 1.635004 1.193863 0.501399 -0.90 -0.23 2.03
C 0.982758 -1.098413 -0.675483 1.10 -1.01 1.12
C 0.605716 0.268108 -0.100643 -2.23 -0.78 0.74
O -0.351559 -0.074723 0.955432 3.27 2.27 0.17
O -1.683855 -1.030997 0.367842 0.03 -2.99 -0.04
Si -2.963925 -0.215794 -0.024511 -1.86 1.15 -1.19
H 1.509111 1.356204 1.635288 -0.31 -0.24 -1.78
H 2.636435 0.871441 0.429905 1.19 -0.36 -0.64
H 1.421708 2.085636 -0.021240 0.64 1.49 -0.14
H 1.794648 -0.990161 -1.411486 -0.12 0.00 0.40
H 0.137687 -1.589984 -1.167040 0.13 0.28 0.32
H 1.328740 -1.756479 0.214308 -0.40 0.92 -1.63
H 0.005422 0.818121 -0.877277 0.32 -0.50 0.61
H -3.729069 -1.390644 -0.511717 -0.69 0.39 0.01
H -3.612164 0.594178 1.092862 0.22 -0.33 -0.63
H -2.619843 0.655870 -1.238369 -0.40 -0.05 0.66
```
Forces are in eV/Å.

## Properties
- <S²> = 2.011
- multiplicity = 3
- charge = 0
- gap between HOMO and LUMO (spin up / spin down) (Eh) = 0.357 / 0.286
- energy above the lowest of the compared OMol25 structures with the same formula, charge and spin (kcal per mole) = 42.8
- total energy (hartree) = -560.0662
- LUMO (spin up / spin down) (eV) = 0.914 / -2.175

natural (NBO) population analysis, charges in e, atoms 1 to 2: number 1, C, carries -0.644; number 2, C, carries -0.620